one | # C23H27CsI2N4O5S3

A molecular structure, C23H27CsI2N4O5S3 (wB97M-V/def2-TZVPD, the Open Molecules 2025 dataset).

Geometry as XYZ:
```
65
C23H27CsI2N4O5S3, DFT wB97M-V/def2-TZVPD
Cs 0.418 -1.477 -0.443
C -4.258 1.004 1.143
N -3.659 0.625 -0.110
C -4.064 -0.657 -0.635
C -2.623 1.367 -0.585
O -2.269 2.394 -0.035
C -1.966 0.823 -1.834
O -0.872 1.614 -2.213
C -0.474 1.356 -3.541
C 0.145 -0.049 -3.756
O 0.593 -0.570 -2.708
N 1.032 -0.020 -4.870
C 1.891 -1.174 -5.017
C 0.500 0.400 -6.145
H -5.325 1.205 1.013
H -3.759 1.905 1.501
H -4.138 0.206 1.886
H -5.132 -0.780 -0.450
H -3.532 -1.481 -0.146
H -3.897 -0.738 -1.706
H -2.708 0.778 -2.647
H -1.652 -0.209 -1.662
H 0.315 2.084 -3.752
H -1.328 1.535 -4.208
H 2.302 -1.436 -4.048
H 2.702 -0.907 -5.697
H 1.364 -2.040 -5.424
H -0.228 1.195 -6.017
H 0.005 -0.423 -6.674
H 1.320 0.784 -6.756
I 0.104 -2.626 8.070
C 0.341 -2.405 5.999
C -0.760 -2.498 5.166
C -0.581 -2.358 3.812
I -2.210 -2.433 2.502
C 0.683 -2.143 3.203
O 0.826 -2.061 1.954
C 1.779 -2.008 4.114
C 3.119 -1.621 3.533
N 3.127 -0.354 2.819
C 2.621 0.759 3.583
C 1.998 1.813 2.701
C 1.885 3.129 3.146
C 1.209 4.042 2.359
C 0.680 3.616 1.152
C 0.874 2.296 0.782
N 1.512 1.419 1.531
C 1.595 -2.143 5.469
H -1.747 -2.672 5.570
H 3.442 -2.382 2.813
H 3.870 -1.584 4.337
H 2.527 -0.448 2.000
H 3.425 1.215 4.180
H 1.830 0.447 4.302
H 2.309 3.415 4.101
H 1.091 5.068 2.685
H 0.118 4.269 0.507
H 0.478 1.940 -0.154
H 2.447 -2.031 6.128
S -1.119 -3.287 -6.342
C -1.095 -2.780 -4.740
S -1.657 -1.120 -4.418
S -0.540 -3.705 -3.458
O 2.699 1.437 -2.217
C 2.414 0.484 -1.654
```

* spin multiplicity: 1
* charge: -2

Per-atom Mulliken charges, elementary charge units: atom 1 (Cs): 1.56, atom 2 (C): -1.03, atom 3 (N): 0.19, atom 4 (C): -0.87, atom 5 (C): 0.54, atom 6 (O): -0.71, atom 7 (C): -0.86, atom 8 (O): -0.24, atom 9 (C): -1.35, atom 10 (C): 0.33, atom 11 (O): -0.63, atom 12 (N): 0.18, atom 13 (C): -0.91, atom 14 (C): -0.96, atom 15 (H): 0.31, atom 16 (H): 0.30, atom 17 (H): 0.28, atom 18 (H): 0.32, atom 19 (H): 0.18, atom 20 (H): 0.33, atom 21 (H): 0.63, atom 22 (H): 0.23, atom 23 (H): 0.41, atom 24 (H): 0.55, atom 25 (H): 0.19, atom 26 (H): 0.36, atom 27 (H): 0.18, atom 28 (H): 0.31, atom 29 (H): 0.26, atom 30 (H): 0.36, atom 31 (I): -0.05, atom 32 (C): -0.34, atom 33 (C): -0.42, atom 34 (C): -0.20, atom 35 (I): 0.05, atom 36 (C): 0.17, atom 37 (O): -0.55, atom 38 (C): 0.51, atom 39 (C): -1.27, atom 40 (N): -0.36, atom 41 (C): -0.33, atom 42 (C): 0.54, atom 43 (C): -0.90, atom 44 (C): -0.43, atom 45 (C): -1.00, atom 46 (C): -0.22, atom 47 (N): 0.02, atom 48 (C): -0.31, atom 49 (H): 0.33, atom 50 (H): 0.32, atom 51 (H): 0.40, atom 52 (H): 0.25, atom 53 (H): 0.30, atom 54 (H): 0.22, atom 55 (H): 0.38, atom 56 (H): 0.38, atom 57 (H): 0.48, atom 58 (H): 0.62, atom 59 (H): 0.31, atom 60 (S): -0.44, atom 61 (C): 0.04, atom 62 (S): -0.28, atom 63 (S): -0.42, atom 64 (O): -0.20, atom 65 (C): -0.05

---

two | # C23H27CsI2N4O5S3

A molecular structure, C23H27CsI2N4O5S3 (wB97M-V/def2-TZVPD, the Open Molecules 2025 dataset).

Geometry as XYZ:
```
65
C23H27CsI2N4O5S3, DFT wB97M-V/def2-TZVPD
Cs -0.018 -0.904 0.170
C 2.350 3.125 3.301
N 1.067 3.011 2.614
C 0.768 4.053 1.658
C 0.351 1.856 2.563
O -0.603 1.703 1.809
C 0.812 0.784 3.525
O 0.110 -0.421 3.313
C 0.742 -1.453 4.047
C 0.645 -2.767 3.298
O -0.149 -2.937 2.380
N 1.458 -3.759 3.752
C 2.578 -3.468 4.640
C 1.612 -4.929 2.912
H 2.501 4.175 3.563
H 3.183 2.784 2.677
H 2.373 2.540 4.216
H 1.500 4.059 0.843
H 0.800 5.027 2.154
H -0.222 3.884 1.245
H 0.663 1.148 4.553
H 1.886 0.615 3.399
H 0.258 -1.569 5.030
H 1.797 -1.213 4.207
H 2.243 -2.946 5.536
H 3.334 -2.850 4.145
H 3.015 -4.417 4.952
H 0.702 -5.082 2.339
H 1.806 -5.803 3.536
H 2.448 -4.795 2.216
I -6.801 -4.061 -5.058
C -5.303 -3.277 -3.817
C -4.001 -3.740 -3.932
C -3.028 -3.207 -3.110
I -1.052 -3.875 -3.269
C -3.277 -2.199 -2.126
O -2.376 -1.700 -1.395
C -4.648 -1.768 -2.053
C -5.007 -0.738 -1.005
N -4.185 0.467 -0.951
C -3.982 1.099 -2.245
C -3.002 2.228 -2.080
C -3.350 3.550 -2.335
C -2.409 4.548 -2.136
C -1.152 4.196 -1.677
C -0.894 2.852 -1.444
N -1.784 1.888 -1.649
C -5.615 -2.292 -2.884
H -3.745 -4.503 -4.654
H -4.934 -1.198 -0.015
H -6.055 -0.446 -1.147
H -3.260 0.186 -0.638
H -4.936 1.482 -2.622
H -3.583 0.401 -2.997
H -4.352 3.784 -2.674
H -2.658 5.585 -2.328
H -0.384 4.936 -1.493
H 0.073 2.538 -1.068
H -6.634 -1.930 -2.800
S 4.237 -0.091 4.254
C 4.186 -0.110 2.526
S 5.065 1.042 1.622
S 3.207 -1.295 1.720
O 2.245 1.601 -0.247
C 3.265 1.892 -0.645
```

* spin multiplicity: 1
* charge: -2

Per-atom Mulliken charges, elementary charge units: atom 1 (Cs): 1.19, atom 2 (C): -0.85, atom 3 (N): 0.18, atom 4 (C): -1.04, atom 5 (C): 0.53, atom 6 (O): -0.74, atom 7 (C): 0.63, atom 8 (O): -0.22, atom 9 (C): -0.31, atom 10 (C): 0.47, atom 11 (O): -0.74, atom 12 (N): 0.14, atom 13 (C): -0.89, atom 14 (C): -1.09, atom 15 (H): 0.30, atom 16 (H): 0.16, atom 17 (H): 0.36, atom 18 (H): 0.25, atom 19 (H): 0.39, atom 20 (H): 0.29, atom 21 (H): 0.25, atom 22 (H): -0.96, atom 23 (H): 0.22, atom 24 (H): 0.18, atom 25 (H): 0.29, atom 26 (H): 0.23, atom 27 (H): 0.32, atom 28 (H): 0.34, atom 29 (H): 0.33, atom 30 (H): 0.33, atom 31 (I): -0.06, atom 32 (C): -0.31, atom 33 (C): -0.39, atom 34 (C): -0.44, atom 35 (I): -0.03, atom 36 (C): 0.30, atom 37 (O): -0.64, atom 38 (C): 0.96, atom 39 (C): -1.34, atom 40 (N): -0.41, atom 41 (C): -0.13, atom 42 (C): 0.28, atom 43 (C): -0.72, atom 44 (C): -0.37, atom 45 (C): -0.66, atom 46 (C): -0.12, atom 47 (N): -0.12, atom 48 (C): -0.52, atom 49 (H): 0.32, atom 50 (H): 0.34, atom 51 (H): 0.43, atom 52 (H): 0.19, atom 53 (H): 0.32, atom 54 (H): 0.19, atom 55 (H): 0.32, atom 56 (H): 0.38, atom 57 (H): 0.44, atom 58 (H): 0.40, atom 59 (H): 0.28, atom 60 (S): -0.50, atom 61 (C): -0.04, atom 62 (S): -0.44, atom 63 (S): -0.34, atom 64 (O): 0.21, atom 65 (C): -0.33

---

Computed stability ranking, most favorable first: two, one

---

one | # C2H2ClNS

2 unconnected molecules or ions with the total composition C2H2ClNS (wB97M-V/def2-TZVPD, the Open Molecules 2025 dataset).

Geometry as XYZ:
```
7
C2H2ClNS, DFT wB97M-V/def2-TZVPD
C -0.179 1.141 -0.285
C -0.422 -0.164 0.079
N 0.095 2.261 -0.551
S 0.371 -1.429 -0.880
Cl -2.041 -0.510 0.522
H 0.479 -0.535 1.885
H 1.697 -0.763 -0.770
```

* spin multiplicity: 1

Per-atom Mulliken charges, elementary charge units: atom 1 (C): 0.27, atom 2 (C): -0.04, atom 3 (N): -0.33, atom 4 (S): -0.14, atom 5 (Cl): -0.09, atom 6 (H): 0.14, atom 7 (H): 0.19

---

two | # C2H2ClNS

A molecular structure, C2H2ClNS (wB97M-V/def2-TZVPD, the Open Molecules 2025 dataset).

Geometry as XYZ:
```
7
C2H2ClNS, DFT wB97M-V/def2-TZVPD
C 0.187 -0.001 -0.285
C 1.657 0.643 -0.077
N -0.976 0.180 0.231
S -3.092 -0.409 0.087
Cl 2.760 -0.477 0.166
H 0.494 -0.755 -1.103
H -1.029 0.819 0.981
```

* spin multiplicity: 1

Per-atom Mulliken charges, elementary charge units: atom 1 (C): 0.22, atom 2 (C): -0.14, atom 3 (N): -0.44, atom 4 (S): -0.24, atom 5 (Cl): 0.04, atom 6 (H): 0.26, atom 7 (H): 0.31

---

three | # C2H2ClNS

A molecular structure, C2H2ClNS (wB97M-V/def2-TZVPD, the Open Molecules 2025 dataset).

Geometry as XYZ:
```
7
C2H2ClNS, DFT wB97M-V/def2-TZVPD
C -0.171 0.986 -0.226
C -0.214 -0.308 0.440
N -0.265 1.988 -0.781
S 0.635 -1.467 -0.602
Cl -1.928 -0.824 0.627
H 0.491 0.041 1.580
H 1.451 -0.417 -1.037
```

* spin multiplicity: 1

Per-atom Mulliken charges, elementary charge units: atom 1 (C): -0.07, atom 2 (C): 0.22, atom 3 (N): -0.33, atom 4 (S): -0.17, atom 5 (Cl): -0.12, atom 6 (H): 0.30, atom 7 (H): 0.17

---

Computed stability ranking, most favorable first: three, one, two

---

one | # C10H30ClO9

6 unconnected molecules or ions with the total composition C10H30ClO9 (wB97M-V/def2-TZVPD, the Open Molecules 2025 dataset).

Geometry as XYZ:
```
50
C10H30ClO9, DFT wB97M-V/def2-TZVPD
Cl -0.402 1.028 0.440
O 0.247 1.227 -0.838
O -1.828 0.930 0.221
O -0.159 2.093 1.373
O 0.097 -0.221 1.007
C -4.140 2.625 -1.613
C -4.912 3.519 -0.680
O -4.905 4.893 -1.102
H -4.186 1.579 -1.297
H -3.074 2.832 -1.700
H -4.536 2.642 -2.638
H -4.444 3.515 0.303
H -5.950 3.191 -0.575
H -5.284 4.890 -1.985
C 2.174 2.621 -3.874
C 1.894 3.640 -2.771
O 0.532 3.690 -2.449
H 1.433 2.641 -4.674
H 2.081 1.616 -3.444
H 3.190 2.696 -4.265
H 2.225 4.641 -3.054
H 2.518 3.367 -1.909
H 0.300 2.890 -1.959
C 3.739 -3.789 0.812
C 2.399 -3.113 0.976
O 2.400 -1.908 0.211
H 3.644 -4.868 0.965
H 4.524 -3.381 1.446
H 4.075 -3.716 -0.227
H 2.183 -2.939 2.036
H 1.585 -3.715 0.563
H 1.581 -1.431 0.401
C 1.270 -1.939 4.946
C 0.414 -0.791 4.501
O 0.750 0.333 5.328
H 0.948 -2.903 4.558
H 1.293 -1.926 6.039
H 2.305 -1.780 4.637
H -0.667 -0.954 4.602
H 0.543 -0.553 3.442
H 0.318 1.114 4.969
C -0.615 -2.142 -2.077
C -0.714 -3.393 -1.229
O -0.758 -3.116 0.145
H -0.680 -2.331 -3.150
H 0.333 -1.640 -1.875
H -1.411 -1.437 -1.819
H 0.164 -4.019 -1.444
H -1.545 -4.024 -1.580
H -0.946 -2.184 0.309
```

* spin multiplicity: 1
* charge: -1

Per-atom Mulliken charges, elementary charge units: atom 1 (Cl): 1.67, atom 2 (O): -0.69, atom 3 (O): -0.67, atom 4 (O): -0.71, atom 5 (O): -0.70, atom 6 (C): -0.85, atom 7 (C): -0.24, atom 8 (O): -0.52, atom 9 (H): 0.25, atom 10 (H): 0.20, atom 11 (H): 0.38, atom 12 (H): 0.26, atom 13 (H): 0.23, atom 14 (H): 0.29, atom 15 (C): -0.90, atom 16 (C): -0.22, atom 17 (O): -0.52, atom 18 (H): 0.27, atom 19 (H): 0.20, atom 20 (H): 0.33, atom 21 (H): 0.31, atom 22 (H): 0.22, atom 23 (H): 0.37, atom 24 (C): -1.35, atom 25 (C): 0.63, atom 26 (O): -0.48, atom 27 (H): 0.37, atom 28 (H): 0.31, atom 29 (H): 0.33, atom 30 (H): -0.13, atom 31 (H): 0.11, atom 32 (H): 0.25, atom 33 (C): -1.17, atom 34 (C): 0.37, atom 35 (O): -0.57, atom 36 (H): 0.32, atom 37 (H): 0.35, atom 38 (H): 0.28, atom 39 (H): 0.24, atom 40 (H): -0.11, atom 41 (H): 0.31, atom 42 (C): -1.01, atom 43 (C): -0.18, atom 44 (O): -0.54, atom 45 (H): 0.42, atom 46 (H): 0.24, atom 47 (H): 0.24, atom 48 (H): 0.21, atom 49 (H): 0.30, atom 50 (H): 0.31

---

two | # C10H30ClO9

6 unconnected molecules or ions with the total composition C10H30ClO9 (wB97M-V/def2-TZVPD, the Open Molecules 2025 dataset).

Geometry as XYZ:
```
50
C10H30ClO9, DFT wB97M-V/def2-TZVPD
Cl 0.043 -0.980 0.441
O 0.495 -1.553 1.711
O -0.817 -1.922 -0.236
O -0.491 0.385 0.432
O 1.184 -0.873 -0.448
C 3.517 0.429 -5.722
C 2.230 -0.319 -5.787
O 1.217 0.555 -5.330
H 3.474 1.282 -6.399
H 4.320 -0.167 -6.155
H 3.738 0.889 -4.759
H 2.322 -1.258 -5.242
H 1.968 -0.513 -6.827
H 1.327 0.612 -4.378
C 1.733 -7.745 0.265
C 2.715 -6.766 -0.439
O 3.195 -5.865 0.612
H 0.925 -7.131 0.664
H 2.266 -8.176 1.112
H 1.294 -8.592 -0.262
H 2.441 -6.145 -1.291
H 3.458 -7.457 -0.839
H 3.117 -4.969 0.278
C 1.553 5.259 -2.519
C 1.955 6.039 -1.283
O 2.492 5.051 -0.372
H 0.619 4.729 -2.328
H 2.259 4.509 -2.876
H 1.391 5.924 -3.368
H 1.128 6.643 -0.910
H 2.766 6.724 -1.529
H 1.829 4.366 -0.255
C -3.341 5.955 3.173
C -3.537 7.240 2.436
O -3.592 8.380 3.391
H -3.295 5.056 2.558
H -4.136 5.657 3.858
H -2.400 5.915 3.721
H -4.382 7.224 1.748
H -2.759 7.399 1.689
H -4.436 8.365 3.849
C -3.417 -5.797 4.580
C -3.506 -4.510 3.774
O -2.995 -3.403 4.551
H -4.330 -5.926 5.160
H -2.544 -5.941 5.217
H -3.494 -6.650 3.905
H -4.465 -4.222 3.342
H -2.788 -4.710 2.979
H -2.246 -2.997 4.109
```

* spin multiplicity: 1
* charge: -1

Per-atom Mulliken charges, elementary charge units: atom 1 (Cl): 1.57, atom 2 (O): -0.62, atom 3 (O): -0.64, atom 4 (O): -0.62, atom 5 (O): -0.68, atom 6 (C): -0.95, atom 7 (C): -0.26, atom 8 (O): -0.51, atom 9 (H): 0.26, atom 10 (H): 0.32, atom 11 (H): 0.31, atom 12 (H): 0.25, atom 13 (H): 0.25, atom 14 (H): 0.31, atom 15 (C): -0.97, atom 16 (C): -0.19, atom 17 (O): -0.53, atom 18 (H): 0.24, atom 19 (H): 0.27, atom 20 (H): 0.34, atom 21 (H): 0.34, atom 22 (H): 0.18, atom 23 (H): 0.33, atom 24 (C): -1.05, atom 25 (C): -0.16, atom 26 (O): -0.52, atom 27 (H): 0.33, atom 28 (H): 0.29, atom 29 (H): 0.33, atom 30 (H): 0.19, atom 31 (H): 0.26, atom 32 (H): 0.32, atom 33 (C): -0.92, atom 34 (C): -0.23, atom 35 (O): -0.52, atom 36 (H): 0.34, atom 37 (H): 0.30, atom 38 (H): 0.26, atom 39 (H): 0.24, atom 40 (H): 0.25, atom 41 (H): 0.29, atom 42 (C): -0.96, atom 43 (C): -0.15, atom 44 (O): -0.54, atom 45 (H): 0.26, atom 46 (H): 0.28, atom 47 (H): 0.32, atom 48 (H): 0.24, atom 49 (H): 0.23, atom 50 (H): 0.32

---

Computed stability ranking, most favorable first: one, two